A:
Molecular formula: C2H9NO4
Method: DFT, ωB97M-V/def2-TZVPD

Last column: Mulliken charge in e.
Element x y z (Å)
O (1.457, 1.821, -0.298)  -0.34
C (1.343, 0.631, -0.434)  0.18
N (2.014, -0.419, -0.050)  -0.54
C (-1.055, 0.951, 1.130)  -0.46
O (-2.073, 0.145, 0.774)  -0.56
H (0.373, 0.307, -1.123)  0.38
H (3.020, -0.242, 0.008)  0.30
H (-0.909, 1.848, 0.496)  0.20
H (-0.171, 0.299, 0.910)  0.25
H (-1.089, 1.174, 2.196)  0.36
H (-1.667, -0.036, -0.145)  0.40
H (-0.421, -0.274, -2.128)  0.38
O (-0.714, 0.056, -1.270)  -0.60
H (0.627, -1.703, -0.190)  0.37
H (-0.801, -2.187, -0.124)  0.30
O (0.066, -2.370, 0.247)  -0.62

## Properties
HOMO level (eV): -9.745
Gap between HOMO and LUMO (hartree): 0.2382
E_LUMO (eV): -3.263

B:
Molecular formula: C2H9NO4
Method: DFT, ωB97M-V/def2-TZVPD

Last column: Mulliken charge in e.
Element x y z (Å)
O (1.914, -0.953, 0.445)  -0.53
C (1.478, 0.143, 0.718)  0.02
N (0.715, 0.929, -0.105)  -0.07
C (-0.168, 0.296, -1.062)  -0.54
O (-1.395, -0.051, -0.421)  -0.52
H (1.814, 0.752, 1.574)  0.36
H (0.761, 1.928, 0.017)  0.27
H (0.330, -0.548, -1.542)  0.34
H (-0.322, 0.992, -1.877)  0.33
H (-1.126, -0.917, -0.069)  0.37
O (-1.651, 2.685, 0.836)  -0.63
H (-2.472, 3.126, 1.062)  0.30
H (-1.943, 1.777, 0.663)  0.32
O (-0.169, -2.889, -0.352)  -0.61
H (0.738, -2.601, -0.523)  0.31
H (-0.176, -3.821, -0.591)  0.30

## Properties
HOMO level (eV): -10.121
Gap between HOMO and LUMO (hartree): 0.3996
E_LUMO (eV): 0.752

Q: Which of them is the most stable? A: B.

A:
Molecular formula: C2H9NO4
Method: DFT, ωB97M-V/def2-TZVPD

Last column: Mulliken charge in e.
Element x y z (Å)
N (1.571, -2.191, -1.445)  -0.51
C (0.598, -1.172, -1.759)  -0.33
C (0.552, -0.174, -0.613)  0.62
O (0.537, -0.576, 0.535)  -0.59
O (0.430, 1.081, -0.940)  -0.42
H (1.621, -2.459, -0.477)  0.19
H (1.711, -2.811, -2.216)  0.18
H (0.834, -0.632, -2.687)  0.28
H (-0.385, -1.593, -2.026)  0.23
H (0.078, 1.613, -0.196)  0.38
O (-1.666, 0.248, 2.977)  -0.63
H (-2.313, -0.345, 2.593)  0.32
H (-1.057, 0.256, 2.235)  0.29
O (-0.564, 2.941, 1.067)  -0.66
H (-1.245, 3.594, 1.274)  0.31
H (-0.701, 2.219, 1.678)  0.33

## Properties
HOMO level (eV): -9.106
Gap between HOMO and LUMO (hartree): 0.3524
E_LUMO (eV): 0.483

B:
Molecular formula: C2H9NO4
Method: DFT, ωB97M-V/def2-TZVPD

Last column: Mulliken charge in e.
Element x y z (Å)
C (1.830, -1.318, 1.618)  -0.62
N (2.417, -0.529, 0.438)  -0.22
C (1.784, 0.678, 0.052)  0.54
O (2.337, 1.682, -0.345)  -0.54
O (0.369, 0.617, 0.183)  -0.43
H (0.721, -1.199, 1.550)  0.25
H (2.280, -1.006, 2.632)  0.23
H (2.120, -2.388, 1.540)  0.25
H (3.452, -0.648, 0.184)  0.26
H (0.098, 1.081, -0.609)  0.28
O (-2.482, 0.105, -2.262)  -0.65
H (-2.249, -0.585, -3.007)  0.30
H (-2.971, -0.456, -1.621)  0.34
O (-3.433, 1.078, 0.167)  -0.61
H (-2.655, 0.936, -0.327)  0.28
H (-3.618, 1.950, -0.194)  0.33

## Properties
HOMO level (eV): -9.818
Gap between HOMO and LUMO (hartree): 0.3770
E_LUMO (eV): 0.440

Q: Which of them is the most stable? A: A.

A:
Molecular formula: CH5N3O
Method: DFT, ωB97M-V/def2-TZVPD

Last column: Mulliken charge in e.
Element x y z (Å)
C (-0.044, 0.438, -0.005)  -0.07
H (2.574, -1.053, -0.590)  0.26
H (2.242, 0.638, -0.040)  0.22
H (0.443, 1.430, -0.151)  0.18
H (-1.912, 1.050, -0.389)  0.24
H (-2.615, -0.916, 0.999)  0.39
N (2.003, -0.429, 0.152)  -0.50
N (0.699, -0.600, 0.045)  -0.13
N (-1.442, 0.352, 0.130)  -0.15
O (-1.950, -0.910, -0.151)  -0.44

## Properties
HOMO level (eV): -7.889
Gap between HOMO and LUMO (hartree): 0.3008
E_LUMO (eV): 0.295

B:
Molecular formula: CH5N3O
Method: DFT, ωB97M-V/def2-TZVPD

Last column: Mulliken charge in e.
Element x y z (Å)
C (0.051, -0.989, 0.147)  -0.24
N (-0.791, -0.042, -0.540)  0.28
N (1.192, -0.423, -0.422)  -0.36
N (-1.049, 1.126, -0.044)  -0.84
O (1.522, 0.722, 0.239)  -0.38
H (0.089, -0.850, 1.190)  0.34
H (-0.026, -2.071, 0.086)  0.27
H (-0.903, -0.295, -1.496)  0.29
H (-1.005, 1.273, 0.975)  0.29
H (0.920, 1.549, -0.135)  0.35

## Properties
HOMO level (alpha / beta) (eV): -8.866 / -8.307
Gap between HOMO and LUMO (alpha / beta) (hartree): 0.3394 / 0.3159
E_LUMO (alpha / beta) (eV): 0.368 / 0.289

Q: Which of them is the most stable? A: A.

A:
Molecular formula: CH5N3O
Method: DFT, ωB97M-V/def2-TZVPD

Last column: Mulliken charge in e.
Element x y z (Å)
C (-0.309, -0.060, 1.364)  -0.70
N (0.554, 0.455, 0.309)  -0.38
N (0.020, 0.291, -0.960)  0.29
N (0.561, -0.523, -1.811)  -0.10
O (0.078, -0.525, -2.941)  -0.49
H (0.182, 0.125, 2.316)  0.30
H (-0.519, -1.131, 1.266)  0.29
H (-1.250, 0.490, 1.342)  0.27
H (1.454, -0.024, 0.313)  0.31
H (-0.770, 0.903, -1.199)  0.21

## Properties
HOMO level (eV): -9.230
Gap between HOMO and LUMO (hartree): 0.3742
E_LUMO (eV): 0.951

B:
Molecular formula: CH5N3O
Method: DFT, ωB97M-V/def2-TZVPD

Last column: Mulliken charge in e.
Element x y z (Å)
N (1.275, 0.986, -0.280)  -0.53
N (0.055, 0.882, 0.465)  -0.16
C (-0.449, -0.305, 0.104)  0.27
N (-0.025, -0.872, -1.006)  -0.37
O (-1.242, -0.886, 0.829)  -0.65
H (1.362, 1.928, -0.372)  0.20
H (2.108, 0.437, 0.184)  0.27
H (0.153, 1.076, 1.526)  0.29
H (-0.860, -1.254, -1.522)  0.27
H (0.733, -0.241, -1.328)  0.40

## Properties
HOMO level (eV): -9.402
Gap between HOMO and LUMO (hartree): 0.3704
E_LUMO (eV): 0.677

Q: Which of them is the most stable? A: B.

A:
Molecular formula: C4H6NS
Method: DFT, ωB97M-V/def2-TZVPD

Last column: Mulliken charge in e.
Element x y z (Å)
C (-0.519, 0.674, 1.563)  0.33
C (0.892, -0.781, 0.204)  0.51
C (-1.489, 1.527, -0.357)  -0.82
C (1.508, -1.584, -0.761)  -0.93
N (0.143, -0.209, 0.883)  0.08
S (-0.905, 1.036, 2.994)  -0.14
H (-2.320, 2.158, -0.216)  0.34
H (-1.768, 0.515, -0.803)  0.30
H (-0.544, 1.989, -0.673)  0.34
H (2.525, -1.815, -0.280)  0.33
H (1.593, -1.069, -1.665)  0.33
H (0.886, -2.442, -0.889)  0.31

## Properties
HOMO level (eV): -12.651
Gap between HOMO and LUMO (hartree): 0.2460
Net charge: +1
E_LUMO (eV): -5.958

B:
Molecular formula: C4H6NS
Method: DFT, ωB97M-V/def2-TZVPD

Last column: Mulliken charge in e.
Element x y z (Å)
C (-0.809, -0.446, -1.584)  -0.69
C (-0.801, 0.307, -0.411)  0.10
C (0.351, -1.173, -1.705)  -0.09
C (0.512, 0.800, 2.015)  -0.48
N (0.316, 0.146, 0.269)  -0.10
S (1.398, -0.908, -0.398)  0.18
H (-1.617, -0.462, -2.290)  0.36
H (-1.592, 0.951, -0.063)  0.41
H (0.621, -1.845, -2.498)  0.40
H (-0.416, 0.502, 2.474)  0.32
H (1.392, 0.273, 2.344)  0.29
H (0.646, 1.856, 1.848)  0.31

## Properties
HOMO level (eV): -14.930
Gap between HOMO and LUMO (hartree): 0.3848
Net charge: +1
E_LUMO (eV): -4.460

Q: Which of them is the most stable? A: B.

A:
Molecular formula: C4H6NS
Method: DFT, ωB97M-V/def2-TZVPD

Last column: Mulliken charge in e.
Element x y z (Å)
C (0.154, 0.141, -1.289)  0.04
C (1.254, -0.230, -0.242)  -0.52
C (-1.253, 0.907, 0.404)  -0.46
C (0.371, -0.955, 0.675)  0.05
N (-0.917, 0.500, -0.832)  -0.31
S (-0.958, -0.624, 1.469)  0.09
H (0.209, -0.380, -2.295)  0.36
H (2.023, -0.944, -0.462)  0.36
H (1.426, 0.612, 0.447)  0.30
H (-0.638, 1.808, 0.801)  0.33
H (-2.281, 1.151, 0.358)  0.42
H (0.610, -1.988, 0.966)  0.35

## Properties
HOMO level (eV): -14.449
Gap between HOMO and LUMO (hartree): 0.3067
Net charge: +1
E_LUMO (eV): -6.103

B:
Molecular formula: C4H6NS
Method: DFT, ωB97M-V/def2-TZVPD

Last column: Mulliken charge in e.
Element x y z (Å)
C (-1.147, -0.498, -0.269)  0.17
C (-0.793, 0.974, 0.178)  -0.54
C (1.026, -1.351, 0.289)  -0.41
C (0.566, 1.292, -0.188)  -0.02
N (-0.330, -1.384, -0.116)  -0.42
S (1.881, 0.329, 0.088)  0.06
H (-2.161, -0.447, -0.699)  0.36
H (-1.524, 1.616, -0.488)  0.34
H (-0.834, 1.001, 1.230)  0.33
H (1.150, -1.710, 1.325)  0.40
H (1.481, -2.027, -0.531)  0.37
H (0.684, 2.204, -0.818)  0.35

## Properties
HOMO level (alpha / beta) (eV): -14.433 / -14.432
Gap between HOMO and LUMO (alpha / beta) (hartree): 0.3026 / 0.3026
Net charge: +1
E_LUMO (alpha / beta) (eV): -6.198 / -6.198

Q: Which of them is the most stable? A: B.

A:
Molecular formula: CHF2NO2S
Method: DFT, ωB97M-V/def2-TZVPD

Last column: Mulliken charge in e.
Element x y z (Å)
C (0.540, 0.321, 0.267)  0.97
N (-2.825, -0.067, -0.413)  -0.13
O (-0.018, -0.351, -0.692)  -0.60
O (1.719, -0.231, 0.588)  -0.51
F (-0.277, 0.170, 1.462)  -0.33
F (0.630, 1.629, 0.131)  -0.25
S (-1.804, -0.644, -1.210)  0.50
H (2.034, -0.827, -0.133)  0.35

## Properties
HOMO level (eV): -11.426
Gap between HOMO and LUMO (hartree): 0.3568
E_LUMO (eV): -1.718

B:
Molecular formula: CHF2NO2S
Method: DFT, ωB97M-V/def2-TZVPD

Last column: Mulliken charge in e.
Element x y z (Å)
C (-1.452, 0.741, -0.065)  0.72
N (2.101, -0.698, 0.603)  -0.29
O (-1.312, 1.776, -0.600)  -0.37
O (0.298, -0.727, -1.207)  -0.45
F (-2.338, -0.204, -0.432)  -0.17
F (-0.775, 0.314, 1.000)  -0.20
S (1.268, -1.384, -0.397)  0.45
H (2.210, 0.182, 1.099)  0.29

## Properties
HOMO level (eV): -11.546
Gap between HOMO and LUMO (hartree): 0.4076
E_LUMO (eV): -0.454

Q: Which of them is the most stable? A: B.

A:
Molecular formula: C19H21ClN2O4S
Method: DFT, ωB97M-V/def2-TZVPD

Last column: Mulliken charge in e.
Element x y z (Å)
O (3.784, 1.536, 0.291)  -0.64
S (2.889, 1.194, -0.772)  1.28
O (2.864, 1.996, -1.956)  -0.71
C (3.161, -0.577, -1.265)  -1.51
C (4.296, -1.114, -0.482)  0.49
C (4.125, -2.075, 0.507)  -0.39
C (5.198, -2.522, 1.256)  -0.76
C (6.462, -2.002, 1.033)  -0.37
C (6.654, -1.034, 0.063)  -0.63
C (5.575, -0.595, -0.685)  0.67
Cl (5.785, 0.635, -1.872)  -0.18
N (1.361, 1.241, -0.131)  -0.06
C (0.248, 1.070, -1.030)  -0.80
C (-1.006, 1.631, -0.364)  -0.71
N (-1.227, 0.945, 0.898)  0.35
C (-2.495, 1.324, 1.499)  -1.21
C (-3.650, 0.808, 0.683)  0.35
C (-4.726, 1.620, 0.365)  -0.63
C (-5.811, 1.153, -0.375)  -1.01
C (-5.768, -0.154, -0.788)  1.11
C (-4.683, -0.979, -0.479)  0.98
C (-3.619, -0.524, 0.255)  -1.00
O (-4.893, -2.223, -1.013)  -0.50
C (-6.145, -2.160, -1.662)  -0.24
O (-6.683, -0.863, -1.522)  -0.48
C (-0.100, 1.165, 1.786)  -1.11
C (1.160, 0.594, 1.140)  -0.40
H (2.232, -1.106, -1.071)  0.55
H (3.361, -0.536, -2.332)  0.58
H (3.139, -2.479, 0.684)  0.33
H (5.047, -3.272, 2.017)  0.38
H (7.301, -2.344, 1.620)  0.37
H (7.631, -0.613, -0.114)  0.42
H (0.484, 1.611, -1.946)  0.45
H (0.081, 0.007, -1.261)  0.30
H (-1.872, 1.464, -1.007)  0.43
H (-0.876, 2.717, -0.213)  0.27
H (-2.582, 2.417, 1.626)  0.32
H (-2.536, 0.868, 2.494)  0.40
H (-4.732, 2.646, 0.701)  0.37
H (-6.647, 1.788, -0.616)  0.42
H (-2.780, -1.155, 0.493)  0.46
H (-6.019, -2.393, -2.731)  0.25
H (-6.832, -2.895, -1.211)  0.24
H (-0.289, 0.650, 2.731)  0.43
H (0.057, 2.238, 1.990)  0.34
H (2.043, 0.790, 1.748)  0.51
H (1.032, -0.493, 1.016)  0.25

## Properties
HOMO level (eV): -8.226
Gap between HOMO and LUMO (hartree): 0.3250
E_LUMO (eV): 0.618

B:
Molecular formula: C19H21ClN2O4S
Method: DFT, ωB97M-V/def2-TZVPD

Last column: Mulliken charge in e.
Element x y z (Å)
C (-3.123, -2.242, 0.380)  -1.61
C (-3.113, -1.015, -0.518)  0.77
C (-2.620, 0.237, 0.230)  -1.19
N (-2.687, 1.374, -0.657)  0.19
C (-1.665, 2.134, -1.106)  0.59
O (-1.836, 3.087, -1.845)  -0.67
C (-0.281, 1.781, -0.645)  0.00
C (0.510, 2.777, -0.081)  -0.79
C (1.823, 2.519, 0.276)  -0.90
C (2.369, 1.261, 0.066)  -0.34
C (1.581, 0.281, -0.505)  0.82
S (2.210, -1.374, -0.795)  1.20
O (3.280, -1.334, -1.739)  -0.68
O (1.091, -2.237, -1.030)  -0.64
N (2.796, -1.850, 0.701)  -0.23
C (3.950, -1.435, 1.352)  0.46
C (5.037, -0.935, 0.635)  -0.13
C (6.180, -0.530, 1.296)  -0.73
C (6.251, -0.626, 2.678)  0.31
Cl (7.681, -0.116, 3.504)  -0.22
C (5.184, -1.133, 3.402)  -0.76
C (4.038, -1.532, 2.740)  -0.60
C (0.274, 0.526, -0.873)  -0.53
C (-4.024, 1.587, -1.174)  -1.15
C (-4.506, 0.307, -1.875)  0.54
C (-5.949, 0.434, -2.337)  -1.59
O (-4.426, -0.795, -0.989)  -0.42
H (-3.717, -2.051, 1.269)  0.37
H (-3.564, -3.077, -0.157)  0.38
H (-2.107, -2.500, 0.665)  0.36
H (-2.447, -1.194, -1.381)  0.26
H (-1.609, 0.093, 0.608)  0.50
H (-3.296, 0.421, 1.076)  0.34
H (0.085, 3.758, 0.066)  0.49
H (2.427, 3.300, 0.712)  0.42
H (3.391, 1.046, 0.334)  0.51
H (2.080, -2.260, 1.277)  0.21
H (4.977, -0.881, -0.440)  0.59
H (7.019, -0.144, 0.739)  0.41
H (5.248, -1.212, 4.476)  0.40
H (3.206, -1.929, 3.302)  0.35
H (-0.280, -0.270, -1.345)  0.52
H (-3.990, 2.424, -1.872)  0.47
H (-4.699, 1.824, -0.344)  0.32
H (-3.846, 0.119, -2.740)  0.26
H (-6.595, 0.610, -1.481)  0.36
H (-6.046, 1.257, -3.038)  0.40
H (-6.261, -0.488, -2.819)  0.38

## Properties
HOMO level (eV): -8.753
Gap between HOMO and LUMO (hartree): 0.3312
E_LUMO (eV): 0.259

Q: Which of them is the most stable? A: B.